Entry 1:
Formula: C4H6CoFO4
Source: OMol25
Level of theory: ωB97M-V/def2-TZVPD

CARTESIAN COORDINATES (ANGSTROEM)
C (0.62, -0.94, -2.43)
O (1.29, -0.02, -1.61)
H (-0.26, -0.50, -2.92)
H (1.31, -1.29, -3.22)
H (0.27, -1.82, -1.86)
C (-0.47, 0.97, 2.31)
O (0.65, 1.38, 1.90)
C (0.79, 0.36, 0.04)
C (-0.72, 0.45, 0.02)
O (-1.19, 0.29, 1.36)
O (-0.76, 0.57, 3.46)
F (1.22, -0.85, 0.59)
H (1.41, 1.26, -0.03)
H (-1.03, 1.44, -0.33)
H (-1.19, -0.35, -0.56)
Co (-1.94, -0.95, 3.28)

## Properties
Spin multiplicity: 6
Highest occupied orbital energy (alpha / beta): -11.307 / -14.875 eV
Total charge: +1
Lowest unoccupied orbital energy (alpha / beta): -3.63 / -8.40 eV
Kohn-Sham gap (alpha / beta): 7.7 / 6.5 eV

=====

Entry 2:
Formula: C5H10O
Source: OMol25
Level of theory: ωB97M-V/def2-TZVPD

CARTESIAN COORDINATES (ANGSTROEM)
C (-0.29, 2.04, -1.05)
C (-0.29, 0.55, -1.11)
C (-1.40, -0.18, -1.11)
O (-1.37, -1.55, -1.12)
H (-1.29, 2.45, -1.21)
H (0.08, 2.40, -0.08)
H (0.38, 2.46, -1.82)
H (0.66, 0.02, -1.11)
H (-2.40, 0.27, -1.12)
H (-2.27, -1.89, -1.17)
C (1.98, -1.15, 2.06)
C (0.75, -1.04, 1.58)
H (2.66, -1.94, 1.72)
H (2.36, -0.47, 2.82)
H (0.08, -0.25, 1.91)
H (0.36, -1.71, 0.82)

## Properties
Highest occupied orbital energy: -8.622 eV
Lowest unoccupied orbital energy: 0.83 eV
SMILES string: C/C=C/O.C=C
Kohn-Sham gap: 9.5 eV
Energy relative to the best compared isomer or geometry (same formula, charge and spin): 179.48 kJ/mol

=====

Entry 3:
Formula: C4H8FN
Source: OMol25
Level of theory: ωB97M-V/def2-TZVPD

CARTESIAN COORDINATES (ANGSTROEM)
C (0.88, -0.15, -1.80)
C (0.94, -1.44, -1.56)
F (1.81, -2.19, -2.09)
H (1.57, 0.31, -2.49)
H (0.18, 0.62, -1.41)
H (0.24, -1.85, -0.83)
C (0.67, 0.49, 1.05)
N (-0.56, 0.78, 1.15)
C (-0.88, 2.20, 0.81)
H (0.95, -0.52, 1.25)
H (1.48, 1.01, 0.52)
H (-0.28, 2.90, 1.35)
H (-0.75, 2.27, -0.29)
H (-1.96, 2.35, 0.96)

## Properties
Highest occupied orbital energy: -9.798 eV
Lowest unoccupied orbital energy: 1.07 eV
SMILES string: C=CF.C=NC
Kohn-Sham gap: 10.9 eV
Energy relative to the best compared isomer or geometry (same formula, charge and spin): 222.89 kJ/mol

=====

Entry 4:
Formula: C5H7NO
Source: OMol25
Level of theory: ωB97M-V/def2-TZVPD

CARTESIAN COORDINATES (ANGSTROEM)
O (0.47, -0.24, -2.01)
C (-0.53, -0.96, -1.75)
C (-1.12, -1.16, -0.29)
C (-0.62, -0.58, 0.85)
C (0.11, 0.63, 1.14)
C (1.45, 0.92, 0.49)
N (0.28, 1.74, 0.21)
H (-1.15, -1.61, -2.55)
H (-1.90, -1.89, -0.13)
H (-1.12, -0.80, 1.85)
H (0.10, 1.02, 2.17)
H (1.90, 0.18, -0.24)
H (2.35, 1.45, 0.93)
H (-0.21, 1.30, -0.67)

## Properties
Highest occupied orbital energy: -9.342 eV
Lowest unoccupied orbital energy: -0.40 eV
SMILES string: O=C/C=C\[C@H]1CN1
Kohn-Sham gap: 8.9 eV
Energy relative to the best compared isomer or geometry (same formula, charge and spin): 347.49 kJ/mol

=====

Entry 5:
Formula: C10H21N3S
Source: OMol25
Level of theory: ωB97M-V/def2-TZVPD

CARTESIAN COORDINATES (ANGSTROEM)
C (6.33, -0.97, -2.19)
C (7.50, -0.84, -0.14)
C (5.43, 0.92, -0.98)
C (5.23, 3.05, 1.00)
C (-11.27, 1.03, 0.31)
C (-11.90, -1.36, 0.86)
C (-10.71, -0.87, -1.25)
C (8.66, -2.87, 1.47)
C (6.54, 2.46, 0.56)
C (-11.31, -0.37, -0.11)
N (5.53, -0.04, -2.04)
N (7.26, -1.46, -1.26)
N (6.57, 1.49, -0.45)
S (8.13, -1.09, 1.29)
H (6.37, -1.67, -2.99)
H (4.83, 1.89, -1.43)
H (4.90, 0.38, -0.28)
H (5.47, 3.92, 1.46)
H (4.76, 3.36, 0.12)
H (4.51, 2.46, 1.55)
H (-10.92, 1.61, -0.51)
H (-12.08, 1.61, 0.69)
H (-10.45, 1.15, 1.03)
H (-12.61, -2.05, 0.48)
H (-12.56, -0.85, 1.70)
H (-11.16, -1.98, 1.34)
H (-11.31, -0.67, -2.12)
H (-9.80, -0.31, -1.52)
H (-10.50, -1.86, -1.15)
H (9.45, -3.02, 0.84)
H (7.82, -3.47, 1.22)
H (9.08, -2.94, 2.43)
H (7.14, 1.94, 1.45)
H (7.03, 3.47, 0.28)
H (8.01, -2.04, -1.65)

## Properties
Highest occupied orbital energy (alpha / beta): -13.530 / -13.831 eV
Total charge: +2
Lowest unoccupied orbital energy (alpha / beta): -7.32 / -7.32 eV
Kohn-Sham gap (alpha / beta): 6.2 / 6.5 eV

=====

Entry 6:
Formula: C5H4N2O2
Source: OMol25
Level of theory: ωB97M-V/def2-TZVPD

CARTESIAN COORDINATES (ANGSTROEM)
C (-0.54, 0.77, -1.51)
N (0.49, 0.11, -1.18)
C (0.67, -0.26, 0.14)
C (1.91, -0.38, 0.70)
C (3.28, -0.47, 0.14)
O (4.26, -0.76, 0.81)
N (3.45, 0.05, -1.15)
C (2.69, 0.36, -2.04)
O (2.34, 0.87, -3.00)
H (-1.36, 1.00, -1.03)
H (-0.57, 1.04, -2.56)
H (-0.12, -0.44, 0.87)
H (1.95, -0.71, 1.72)

## Properties
Highest occupied orbital energy: -10.172 eV
Lowest unoccupied orbital energy: -0.80 eV
SMILES string: C=N/C=C\C(=O)N=C=O
Kohn-Sham gap: 9.4 eV
Energy relative to the best compared isomer or geometry (same formula, charge and spin): 218.11 kJ/mol

=====

Entry 7:
Formula: C7H14N4O2P
Source: OMol25
Level of theory: ωB97M-V/def2-TZVPD

CARTESIAN COORDINATES (ANGSTROEM)
C (-3.80, 0.49, 1.46)
N (-2.36, 0.25, 1.70)
C (-1.71, 1.40, 2.37)
C (-1.67, 0.00, 0.48)
O (-1.65, 0.71, -0.49)
C (-0.88, -1.32, 0.44)
N (0.52, -1.05, 0.11)
C (1.50, -0.93, 0.99)
N (2.61, -0.63, 0.33)
C (2.35, -0.53, -1.03)
P (3.64, -0.12, -2.29)
N (2.68, -0.51, -3.64)
O (3.53, 1.51, -2.21)
C (1.03, -0.81, -1.15)
H (-4.00, 0.86, 0.45)
H (-4.36, -0.42, 1.64)
H (-4.15, 1.25, 2.16)
H (-2.22, 1.56, 3.33)
H (-0.66, 1.17, 2.58)
H (-1.76, 2.31, 1.78)
H (-1.29, -1.95, -0.35)
H (-0.92, -1.87, 1.38)
H (1.41, -1.06, 2.05)
H (3.52, -0.48, 0.75)
H (3.19, -1.11, -4.28)
H (2.39, 0.30, -4.16)
H (2.64, 1.85, -2.35)
H (0.41, -0.87, -2.04)

## Properties
Highest occupied orbital energy: -12.506 eV
Total charge: +1
Lowest unoccupied orbital energy: -2.95 eV
SMILES string: CN(C)C(=O)Cn1c[nH+]c(P(N)O)c1
Kohn-Sham gap: 9.6 eV
Energy relative to the best compared isomer or geometry (same formula, charge and spin): 0.00 kJ/mol

=====

Entry 8:
Formula: C3Br2FO2
Source: OMol25
Level of theory: ωB97M-V/def2-TZVPD

CARTESIAN COORDINATES (ANGSTROEM)
C (-0.06, 0.36, -0.39)
C (-0.98, -0.56, 1.04)
C (0.63, -0.30, -1.40)
O (1.36, 0.23, -0.48)
O (0.81, -0.92, -2.43)
F (-0.61, 1.60, -0.59)
Br (-1.64, 0.94, 2.15)
Br (0.49, -1.35, 2.09)

## Properties
Highest occupied orbital energy: -3.709 eV
Total charge: -1
Lowest unoccupied orbital energy: 3.47 eV
Kohn-Sham gap: 7.2 eV
Energy relative to the best compared isomer or geometry (same formula, charge and spin): 170.94 kJ/mol